Formula: C37H31F12N2O4S4V
Source: OMol25
Level of theory: ωB97M-V/def2-TZVPD

Properties
E: -5574.41736 Ha
Energy above the lowest of the compared OMol25 structures with the same formula, charge and spin: 0.165 eV
HOMO energy (alpha / beta): -0.063 / -0.063 Eh
<S²>: 2.022

```
! wB97M-V def2-TZVPD RIJCOSX def2/J DEFGRID3
* xyz -2 3
V -0.58 -1.90 0.90
C -5.63 2.30 4.01
C -4.39 1.70 3.40
C -3.16 2.36 3.43
C -2.04 1.78 2.87
C -2.05 0.52 2.22
N -0.90 0.02 1.66
C 0.15 0.91 1.44
C -0.08 2.12 0.75
C 0.93 3.03 0.51
C 2.23 2.78 0.94
C 3.34 3.76 0.67
C 2.47 1.59 1.59
C 1.48 0.63 1.82
C 1.79 -0.76 2.40
O 1.17 -1.78 1.75
C 3.32 -1.10 2.29
F 3.78 -0.88 1.05
F 3.57 -2.38 2.56
F 4.12 -0.38 3.12
C 1.45 -0.77 3.93
F 1.89 -1.88 4.54
F 2.02 0.27 4.58
F 0.14 -0.69 4.15
C -3.28 -0.18 2.28
C -4.40 0.43 2.85
C -3.39 -1.65 1.84
O -2.50 -2.05 0.90
C -3.20 -2.54 3.11
F -3.97 -2.17 4.16
F -1.93 -2.47 3.52
F -3.47 -3.83 2.87
C -4.79 -1.98 1.23
F -5.19 -1.03 0.36
F -4.79 -3.13 0.56
F -5.79 -2.09 2.15
H -5.53 3.38 4.12
H -5.83 1.89 5.01
H -6.51 2.11 3.40
H -3.08 3.33 3.90
H -1.10 2.32 2.95
H -1.09 2.31 0.42
H 0.70 3.94 -0.04
H 3.04 4.78 0.92
H 3.62 3.76 -0.39
H 4.23 3.52 1.25
H 3.48 1.39 1.92
H -5.33 -0.11 2.88
S -0.03 -5.69 -1.71
C -0.30 -4.36 -0.73
S -0.12 -4.32 0.99
S -0.71 -2.78 -1.34
C -3.27 2.61 -3.47
N -3.00 1.47 -2.63
C -4.09 0.77 -1.97
C -1.74 1.17 -2.18
C -0.59 1.96 -2.76
O -1.57 0.29 -1.36
H -4.30 2.54 -3.84
H -2.61 2.64 -4.33
H -3.18 3.57 -2.94
H -5.01 0.93 -2.54
H -4.23 1.10 -0.94
H -3.86 -0.30 -1.93
H -0.77 3.03 -2.72
H -0.41 1.68 -3.80
H 0.29 1.73 -2.17
O 1.44 -0.40 -0.92
S 1.61 -0.84 -2.33
C 2.59 -2.35 -2.32
C 3.09 -2.89 -3.50
C 3.75 -4.10 -3.46
C 3.89 -4.78 -2.25
C 3.37 -4.24 -1.09
C 2.71 -3.02 -1.12
C 2.94 0.23 -2.95
C 3.77 0.85 -2.02
C 4.78 1.69 -2.47
C 4.94 1.92 -3.83
C 4.10 1.32 -4.75
C 3.08 0.48 -4.30
H 2.95 -2.37 -4.44
H 4.14 -4.54 -4.38
H 4.38 -5.75 -2.23
H 3.42 -4.78 -0.16
H 2.27 -2.60 -0.22
H 3.59 0.67 -0.97
H 5.43 2.17 -1.75
H 5.73 2.58 -4.17
H 4.21 1.51 -5.81
H 2.40 0.02 -5.01
*
```